No. 1
Below is a molecular structure, C33H34Cl4F6N9O11S5W in a non-equilibrium geometry, with properties calculated with ωB97M-V with the def2-TZVPD basis set.

Properties
gap between HOMO and LUMO (spin up / spin down): 7.70 / 7.03 eV
total charge: +1
multiplicity: 3

Positions of all 103 atoms, in Å:
W 0.036 -0.239 0.453
F 4.579 0.231 -1.283
C 3.476 -0.403 -1.668
F 3.779 -1.207 -2.673
F 3.069 -1.150 -0.622
S 2.104 0.871 -2.012
O 1.568 0.880 -0.650
O 2.790 2.005 -2.475
N 1.133 0.194 -3.040
S 0.174 -0.938 -2.549
O -1.219 -0.748 -2.726
O 0.588 -1.383 -1.220
C 0.632 -2.397 -3.642
F 0.659 -2.045 -4.919
F -0.274 -3.356 -3.505
F 1.816 -2.878 -3.307
O 0.196 2.715 -1.960
Cl -0.556 2.449 -0.820
O -1.745 3.182 -0.770
O -0.949 1.020 -0.867
O 0.172 2.613 0.383
N -0.316 -7.037 5.220
C -0.093 -6.266 4.121
C -1.052 -6.156 3.103
C -0.830 -5.317 2.030
C 0.347 -4.592 1.945
C 1.305 -4.681 2.944
C 1.084 -5.508 4.024
S 0.589 -3.456 0.602
O -0.622 -3.400 -0.178
O 1.831 -3.653 -0.064
N 0.618 -1.989 1.434
C 1.810 -1.466 1.816
N 1.684 -0.105 1.647
C 2.704 0.681 2.045
C 3.838 0.102 2.586
C 3.876 -1.286 2.687
N 2.854 -2.068 2.316
H -1.042 -7.733 5.192
H 0.460 -7.225 5.832
H -1.956 -6.744 3.157
H -1.552 -5.216 1.237
H 2.199 -4.086 2.856
H 1.820 -5.587 4.809
H 2.558 1.748 1.913
H 4.663 0.710 2.914
H 4.729 -1.812 3.088
Cl -1.004 -7.591 -2.486
C -2.113 -6.701 -1.526
C -2.427 -5.393 -1.863
C -3.312 -4.689 -1.071
C -3.914 -5.262 0.044
C -4.979 -4.506 0.818
C -4.410 -3.434 1.777
N -3.592 -2.443 1.132
C -3.980 -1.669 0.081
C -2.922 -0.876 -0.244
N -1.873 -1.149 0.609
C -2.326 -2.101 1.429
O -5.904 -3.883 -0.048
C -6.681 -4.820 -0.782
C -7.504 -4.117 -1.815
C -7.015 -3.245 -2.745
Cl -5.389 -2.759 -2.960
S -8.244 -2.633 -3.794
C -9.433 -3.569 -2.976
C -8.903 -4.298 -1.963
C -3.591 -6.584 0.350
Cl -4.293 -7.369 1.726
C -2.694 -7.306 -0.420
H -1.995 -4.930 -2.733
H -3.562 -3.679 -1.346
H -5.518 -5.226 1.458
H -3.813 -3.931 2.541
H -5.265 -2.938 2.248
H -4.954 -1.769 -0.355
H -2.848 -0.140 -1.024
H -1.749 -2.542 2.219
H -7.347 -5.368 -0.099
H -6.015 -5.544 -1.272
H -10.454 -3.522 -3.298
H -9.482 -4.956 -1.340
H -2.458 -8.329 -0.174
C -3.318 1.293 5.328
N -3.040 1.013 3.927
C -3.694 1.927 3.016
C -1.907 0.399 3.546
S -0.992 1.141 2.259
N -1.494 -0.681 4.238
C -0.113 -1.082 4.296
C -2.412 -1.537 4.959
H -3.321 2.375 5.465
H -2.543 0.879 5.962
H -4.291 0.907 5.631
H -4.735 2.025 3.315
H -3.638 1.550 1.998
H -3.224 2.911 3.036
H 0.477 -0.420 3.663
H 0.016 -2.113 3.959
H 0.243 -1.002 5.326
H -3.436 -1.258 4.734
H -2.249 -1.488 6.038
H -2.250 -2.570 4.643

No. 2
Below is 2 unconnected molecules or ions with the total composition C9H13NO2, with properties calculated with ωB97M-V with the def2-TZVPD basis set.

Properties
gap between HOMO and LUMO: 9.24 eV
energy above the lowest of the compared OMol25 structures with the same formula, charge and spin: 14.4 kJ/mol
total charge: 0

Positions of all 25 atoms, in Å:
C 1.781 -1.751 0.365
C -1.487 0.556 1.946
C -0.183 0.795 2.342
C -1.743 -0.409 0.978
C 0.868 0.054 1.818
C -0.698 -1.197 0.532
C 0.609 -0.986 0.939
O -2.552 1.260 2.442
H -2.225 1.963 3.034
H -0.047 1.607 3.052
H -2.723 -0.453 0.538
H 1.869 0.276 2.170
H -0.892 -2.010 -0.154
H 2.347 -1.052 -0.260
H 1.515 -2.558 -0.327
H 2.447 -2.103 1.138
C 0.052 1.533 -1.598
C -0.398 0.470 -2.585
O -1.510 0.449 -3.059
N 0.535 -0.489 -2.863
H -0.797 2.197 -1.531
H 0.888 2.088 -2.007
H 0.480 -1.039 -3.705
H 1.488 -0.337 -2.573
H 0.375 1.138 -0.634

Number 1: DFT total energy -193089.0108 eV, molecular weight 1332.66 g mol⁻¹. Number 2: DFT total energy -15129.4827 eV, molecular weight 167.21 g mol⁻¹.